(1)
Entry from the Open Molecules 2025 dataset: the molecule C5H5NO in a non-equilibrium geometry (the ωB97M-V functional and the def2-TZVPD basis).

Cartesian coordinates (Å):
O (0.32, -1.78, -1.36)
N (-0.53, 3.68, 0.92)
C (0.73, -0.88, -0.35)
C (0.53, 0.59, -0.43)
C (-0.39, 1.14, 0.36)
C (-0.46, 2.56, 0.63)
C (-0.39, -1.80, -0.14)
H (-0.20, -2.62, 0.55)
H (1.25, 1.18, -0.99)
H (1.68, -1.13, 0.12)
H (-1.13, 0.53, 0.89)
H (-1.42, -1.46, -0.20)

charge: 0
structure (SMILES): N#C/C=C/[C@H]1CO1
energy relative to the best compared isomer or geometry (same formula, charge and spin): 224.7 kJ/mol
electronic energy: -323.43412 hartree
LUMO energy: 0.08 eV


(2)
Entry from the Open Molecules 2025 dataset: a cluster of 2 separate species, C3H5N3 in total in a non-equilibrium geometry (the ωB97M-V functional and the def2-TZVPD basis).

Cartesian coordinates (Å):
N (-1.35, -0.30, 1.55)
N (-2.45, 0.26, 1.52)
N (-0.65, -0.68, -1.78)
C (0.33, -0.09, -1.56)
C (1.56, 0.62, -1.25)
C (-0.21, -0.67, 1.50)
H (-2.93, 0.09, 2.41)
H (1.55, 0.94, -0.21)
H (1.65, 1.50, -1.90)
H (0.13, -1.63, 1.15)
H (2.42, -0.03, -1.42)

charge: 0
energy relative to the best compared isomer or geometry (same formula, charge and spin): 345.8 kJ/mol
electronic energy: -281.45836 hartree
LUMO energy: 0.84 eV